{"formula": "C57H133N19O19", "method": "ωB97M-V/def2-TZVPD", "homo_ev": -8.84, "e_above_lowest_kcal_mol": 257.08, "charge": 0, "largest_force_ha_per_bohr": 0.0770, "symbols": ["C", "O", "N", "C", "C", "H", "H", "H", "H", "H", "H", "H", "C", "O", "N", "C", "C", "H", "H", "H", "H", "H", "H", "H", "C", "O", "N", "C", "C", "H", "H", "H", "H", "H", "H", "H", "C", "O", "N", "C", "C", "H", "H", "H", "H", "H", "H", "H", "C", "O", "N", "C", "C", "H", "H", "H", "H", "H", "H", "H", "C", "O", "N", "C", "C", "H", "H", "H", "H", "H", "H", "H", "C", "O", "N", "C", "C", "H", "H", "H", "H", "H", "H", "H", "C", "O", "N", "C", "C", "H", "H", "H", "H", "H", "H", "H", "C", "O", "N", "C", "C", "H", "H", "H", "H", "H", "H", "H", "C", "O", "N", "C", "C", "H", "H", "H", "H", "H", "H", "H", "C", "O", "N", "C", "C", "H", "H", "H", "H", "H", "H", "H", "C", "O", "N", "C", "C", "H", "H", "H", "H", "H", "H", "H", "C", "O", "N", "C", "C", "H", "H", "H", "H", "H", "H", "H", "C", "O", "N", "C", "C", "H", "H", "H", "H", "H", "H", "H", "C", "O", "N", "C", "C", "H", "H", "H", "H", "H", "H", "H", "C", "O", "N", "C", "C", "H", "H", "H", "H", "H", "H", "H", "C", "O", "N", "C", "C", "H", "H", "H", "H", "H", "H", "H", "C", "O", "N", "C", "C", "H", "H", "H", "H", "H", "H", "H", "C", "O", "N", "C", "C", "H", "H", "H", "H", "H", "H", "H"], "xyz": [[-14.1916, -24.4164, -3.1198], [-14.1449, -25.1592, -4.0807], [-14.5214, -23.0999, -3.0435], [-14.9699, -22.4197, -4.2390], [-14.6273, -22.4030, -1.7957], [-13.8756, -24.7928, -2.1034], [-15.8310, -21.7703, -4.0169], [-15.0102, -23.2151, -4.9901], [-14.0983, -21.7441, -4.4687], [-15.4738, -21.8109, -1.5988], [-14.4233, -23.1681, -0.9840], [-13.7851, -21.7210, -1.7943], [-21.4875, -19.6611, 4.5268], [-20.6914, -18.8596, 5.0819], [-22.6520, -20.1387, 5.0598], [-23.3782, -21.1045, 4.3235], [-23.1665, -19.6820, 6.3182], [-21.2361, -20.0693, 3.5427], [-23.5993, -21.9799, 4.9058], [-22.8353, -21.3553, 3.4400], [-24.3269, -20.6703, 3.9895], [-22.4561, -18.9682, 6.6922], [-24.1607, -19.1871, 6.1822], [-23.2916, -20.4550, 7.1020], [-23.2673, -21.7390, 0.2655], [-23.1600, -21.9912, 1.4233], [-22.7872, -22.5131, -0.7465], [-22.8102, -21.8785, -2.0485], [-21.9470, -23.6092, -0.5918], [-23.7297, -20.7990, -0.0925], [-23.8912, -21.6360, -2.1960], [-22.5097, -22.7060, -2.6687], [-22.0443, -21.0666, -2.0575], [-22.1758, -24.3762, -1.3680], [-20.8589, -23.2115, -0.5991], [-22.0649, -24.0292, 0.3914], [-19.2346, -24.8905, 1.8368], [-19.4559, -25.9728, 1.3239], [-20.0855, -24.1117, 2.4792], [-19.6484, -22.7823, 2.9607], [-21.3813, -24.6083, 2.8380], [-18.2859, -24.3224, 1.7268], [-19.6835, -22.7729, 4.0317], [-20.1834, -21.9348, 2.5240], [-18.6595, -22.7215, 2.5957], [-21.9747, -23.6973, 2.7128], [-21.6125, -25.4814, 2.2499], [-21.3410, -24.9257, 3.8540], [-21.3546, -24.6685, 6.7027], [-22.4684, -24.9492, 7.1066], [-20.3338, -25.5373, 6.6701], [-19.0955, -25.2472, 6.0023], [-20.5472, -26.9322, 6.8183], [-20.9963, -23.6205, 6.5445], [-18.7775, -24.1955, 6.1583], [-19.0985, -25.4420, 4.9106], [-18.2915, -25.9171, 6.4754], [-19.7189, -27.2326, 7.4588], [-21.4636, -27.0444, 7.3422], [-20.5322, -27.4139, 5.8144], [-13.8927, -20.4583, 10.6793], [-13.0984, -19.5525, 10.7575], [-14.0751, -21.4318, 11.6145], [-13.6918, -21.0763, 12.9901], [-15.1819, -22.3077, 11.4125], [-14.5897, -20.5678, 9.8090], [-13.4206, -21.9920, 13.4990], [-14.5429, -20.6658, 13.4491], [-12.8883, -20.3331, 13.0718], [-15.4137, -22.3822, 10.3721], [-14.8666, -23.3258, 11.7528], [-16.1037, -21.9232, 11.9711], [-17.9485, -22.0233, 8.1299], [-16.7804, -22.4688, 8.2739], [-18.9813, -22.1929, 8.9801], [-20.2086, -21.4600, 8.7192], [-18.7623, -22.8410, 10.1895], [-18.2787, -21.6022, 7.2054], [-21.1113, -22.0924, 8.5519], [-19.9873, -20.8102, 7.9449], [-20.4389, -20.8812, 9.6226], [-18.3051, -23.8633, 10.1599], [-18.0351, -22.2977, 10.7523], [-19.7000, -22.8815, 10.7977], [-14.3063, -19.6191, 0.3495], [-15.4110, -19.0710, 0.3459], [-13.9609, -20.7725, 0.9337], [-12.5109, -21.0502, 1.1753], [-14.9850, -21.4755, 1.6715], [-13.5043, -19.1144, -0.1713], [-12.1367, -20.3053, 1.8250], [-11.9673, -21.0831, 0.2235], [-12.6365, -21.9458, 1.7563], [-15.3343, -20.9320, 2.4960], [-15.8493, -21.5277, 0.9709], [-14.6535, -22.4747, 1.8904], [-10.7451, -20.0221, 4.7726], [-10.2613, -20.5928, 3.8012], [-10.7617, -20.4899, 6.0639], [-11.3598, -19.7887, 7.1376], [-10.1440, -21.7383, 6.3785], [-11.2125, -19.0488, 4.6536], [-10.6330, -19.4168, 7.8666], [-12.0916, -20.4436, 7.6137], [-11.9042, -18.9177, 6.6919], [-10.5306, -22.5347, 5.8164], [-9.0445, -21.7425, 6.1775], [-10.3200, -22.0057, 7.3933], [-20.2135, -25.9525, -3.7300], [-21.3098, -25.6768, -3.3105], [-19.0345, -25.9200, -3.1536], [-17.7758, -26.1930, -3.7982], [-18.9849, -25.4977, -1.7728], [-20.1922, -26.2714, -4.7793], [-17.0667, -25.3883, -3.6287], [-17.9595, -26.2369, -4.8458], [-17.3532, -27.2163, -3.5230], [-20.0024, -25.4954, -1.4182], [-18.3991, -26.1909, -1.2314], [-18.5711, -24.5285, -1.6569], [-18.1920, -18.4928, 6.6754], [-17.6817, -19.0787, 7.6288], [-17.6027, -17.4010, 6.1261], [-18.0610, -16.7837, 4.8373], [-16.2907, -16.9133, 6.5946], [-19.1436, -18.7455, 6.2850], [-17.4076, -17.1626, 4.0445], [-17.9712, -15.6752, 4.8987], [-19.0491, -17.1445, 4.6271], [-15.6189, -17.7719, 6.9434], [-15.7488, -16.3812, 5.8118], [-16.4135, -16.3075, 7.4622], [-17.0408, -18.6678, 13.1078], [-16.5367, -19.7296, 13.0370], [-17.4446, -17.7975, 12.1774], [-17.2984, -18.0737, 10.7693], [-18.0124, -16.4603, 12.4553], [-17.2872, -18.1905, 14.0399], [-17.0433, -19.1161, 10.5009], [-16.6519, -17.3196, 10.3495], [-18.2317, -17.8301, 10.1874], [-18.0272, -16.3003, 13.4789], [-17.4817, -15.6837, 11.9301], [-19.0415, -16.4055, 12.1419], [-15.4461, -27.6736, 4.5527], [-15.9348, -27.1388, 5.5207], [-15.4172, -27.0928, 3.3313], [-14.6490, -27.6819, 2.3371], [-16.1016, -25.8269, 3.0761], [-14.9675, -28.6828, 4.6498], [-14.3051, -28.6180, 2.8040], [-13.8159, -27.0522, 1.9762], [-15.3061, -28.0675, 1.5239], [-15.4666, -25.0394, 2.6889], [-16.9379, -26.0128, 2.3281], [-16.5654, -25.4882, 4.0046], [-18.1955, -29.0285, -0.2558], [-17.2786, -29.3608, 0.4514], [-19.4841, -28.9953, 0.1160], [-20.6155, -28.5519, -0.6969], [-19.8189, -29.3454, 1.5113], [-17.9968, -28.7711, -1.3133], [-21.4744, -29.2177, -0.5434], [-20.3849, -28.4329, -1.8164], [-20.9816, -27.5676, -0.4509], [-19.8382, -28.4650, 2.1026], [-20.7818, -29.8568, 1.5066], [-19.1051, -30.0798, 1.8358], [-19.1106, -20.7308, 0.2725], [-19.4758, -21.8875, 0.0179], [-18.6496, -19.7095, -0.5325], [-18.6512, -19.9367, -1.9643], [-18.2175, -18.4339, -0.0186], [-19.1817, -20.3268, 1.3000], [-18.5900, -20.9909, -2.2179], [-17.7594, -19.4883, -2.3792], [-19.5305, -19.4781, -2.5256], [-17.3505, -18.0922, -0.5639], [-18.9763, -17.6324, 0.0071], [-17.7800, -18.4660, 0.9740], [-9.9966, -24.6458, 8.9289], [-10.4643, -24.2850, 7.8691], [-10.4811, -24.2437, 10.1201], [-9.8258, -24.6746, 11.3678], [-11.6222, -23.3015, 10.1694], [-9.1807, -25.3910, 9.0441], [-9.8233, -23.7890, 12.0396], [-8.8095, -24.9170, 11.0505], [-10.2845, -25.5438, 11.7785], [-12.4124, -23.4844, 9.4801], [-11.9061, -23.2898, 11.2158], [-11.2628, -22.3212, 9.8354], [-14.0548, -26.0374, 10.3291], [-12.8697, -26.3816, 10.5243], [-14.6557, -25.5528, 9.1852], [-16.0867, -25.4388, 9.0074], [-13.8406, -25.3191, 8.0390], [-14.8157, -26.0835, 11.1560], [-16.5236, -25.8296, 9.8687], [-16.3575, -26.1932, 8.2592], [-16.4160, -24.4713, 8.8388], [-12.7389, -25.4685, 8.2846], [-14.1403, -26.1260, 7.2899], [-13.9380, -24.2957, 7.6245], [-11.7464, -23.8346, 3.3287], [-12.9110, -23.8364, 2.9324], [-11.2072, -24.7868, 4.0516], [-12.1470, -25.8418, 4.3884], [-9.8668, -24.8282, 4.5704], [-11.0159, -23.0133, 3.1784], [-12.9171, -25.4086, 4.9814], [-11.6240, -26.5857, 4.9959], [-12.6173, -26.3805, 3.5392], [-9.4298, -25.7877, 4.3177], [-9.3472, -24.0003, 4.0520], [-9.8703, -24.7595, 5.6461], [-16.4344, -21.1250, 4.8152], [-16.5113, -19.9909, 4.3821], [-15.3316, -21.7700, 5.1184], [-15.3731, -23.2203, 5.4953], [-14.0653, -21.0666, 4.9591], [-17.3854, -21.7646, 5.0808], [-14.4754, -23.6421, 5.0862], [-16.1613, -23.7633, 4.9777], [-15.3490, -23.4238, 6.5564], [-14.3456, -20.0489, 4.6601], [-13.4119, -21.0486, 5.8847], [-13.5443, -21.6483, 4.2256]], "forces_ev_per_angstrom": [[0.554, -0.392, 1.614], [-0.306, 0.733, -0.247], [-1.602, -1.095, -0.625], [2.090, 0.709, 0.275], [2.972, -1.668, 0.970], [-0.291, 0.180, -0.531], [-0.025, -0.663, -0.461], [-0.641, 0.621, -0.230], [-0.984, -0.253, -0.450], [-1.601, 0.257, -0.107], [-0.473, 1.108, -0.642], [0.248, 0.459, 0.467], [1.005, 1.246, 1.961], [-2.111, -1.503, -1.133], [1.785, 0.529, -0.147], [-1.177, 0.245, -0.505], [-0.729, 0.457, 0.457], [-0.261, -0.102, -0.077], [0.011, -0.524, 0.345], [0.224, -0.384, -0.502], [-0.088, -0.164, -0.001], [0.168, 0.492, 0.266], [0.712, -0.335, 0.048], [0.136, -0.034, -0.699], [0.692, -0.370, -2.415], [0.073, -0.477, 2.619], [-1.982, 2.672, 0.550], [-0.373, -0.410, 0.656], [2.632, -0.988, 0.182], [-0.138, -0.190, -0.076], [1.200, 0.495, -0.630], [-0.007, 0.235, -1.061], [-0.883, -0.279, -0.526], [0.509, 0.509, 0.541], [-1.566, -1.167, -0.443], [-0.253, -0.291, 0.334], [0.983, 0.875, -1.112], [0.014, -0.430, 0.345], [0.117, 0.788, 0.584], [-0.855, -1.308, -0.732], [0.206, 1.274, -0.149], [0.196, -0.619, -0.241], [0.019, 0.234, 0.716], [-0.384, -0.439, 0.028], [1.303, 0.510, 0.016], [-1.011, -0.832, 0.042], [-0.401, 0.097, -0.489], [-0.317, -0.171, 1.124], [0.058, 0.547, 1.348], [-0.118, 0.349, -0.510], [0.472, 0.689, -1.231], [1.927, 0.089, 0.460], [0.536, -0.280, -0.148], [-0.363, -0.292, -0.344], [-0.245, -0.485, -0.024], [-0.166, -0.102, 0.424], [-0.967, 1.049, -0.844], [-0.051, -0.831, -0.203], [-0.881, -0.540, 0.216], [-0.051, -0.097, 0.796], [-0.598, -0.385, -0.341], [0.394, 0.513, -0.043], [0.819, 1.686, -0.256], [0.700, -0.809, -0.621], [-0.883, -0.803, 1.827], [0.451, -0.075, 0.183], [0.231, -0.171, 0.279], [-1.174, 0.503, 0.829], [-0.140, -0.457, -0.581], [-0.182, 0.026, -0.741], [-0.618, 0.617, -0.060], [1.122, -0.744, -0.562], [1.810, -1.809, 0.301], [-2.388, 1.042, 0.201], [0.208, 0.324, -2.105], [-0.727, -1.342, 2.251], [-0.257, -1.618, 2.655], [0.047, 0.810, -0.770], [0.781, 0.151, -0.214], [-0.070, 1.353, -1.655], [0.023, 0.183, -0.233], [-0.705, 0.636, -0.590], [0.482, 0.592, 0.729], [0.739, -0.062, -0.597], [-0.761, 0.713, 0.052], [0.339, -0.883, 0.071], [0.593, 0.867, -0.362], [-2.243, -0.102, -0.453], [-0.724, -0.471, -2.310], [0.810, 0.065, -0.244], [0.782, 0.829, 0.562], [-0.022, -0.387, 0.434], [1.117, -0.813, -0.183], [-0.279, 0.675, 1.422], [0.282, -0.192, 0.522], [0.163, -0.301, 0.351], [0.334, -0.782, 0.541], [-0.177, -0.085, 0.722], [0.605, 0.165, -2.043], [-1.078, 1.449, -0.178], [1.804, 0.214, -0.210], [-0.316, 0.444, 0.178], [-0.109, -0.128, 0.005], [-0.012, 0.217, 0.317], [0.333, -0.557, 0.644], [-0.742, -1.036, -0.977], [-0.675, 0.199, 0.222], [-0.056, 0.044, 0.782], [-0.562, -0.566, -2.785], [-0.915, 0.475, 1.480], [0.984, 0.510, 1.517], [0.037, -1.418, 0.102], [-0.769, -0.476, -0.440], [0.592, -0.217, -0.364], [0.177, -0.095, 0.240], [-0.038, -0.031, -0.997], [-0.336, 1.423, 0.019], [-0.151, 0.029, 0.393], [0.580, -0.741, 0.851], [0.455, 1.126, 0.016], [1.910, 1.166, 0.798], [-0.237, -0.298, 0.139], [0.296, 0.874, -1.129], [1.044, -0.475, 1.071], [0.564, -2.324, 0.159], [-0.856, -0.261, -0.672], [0.013, 0.195, -0.018], [-0.325, -0.815, -0.012], [-0.610, 0.162, -0.036], [-1.061, 0.908, -0.627], [-0.342, 0.007, -0.021], [-0.105, 0.768, 0.614], [-1.609, 3.433, 1.144], [1.250, -2.933, -1.006], [-0.437, 0.424, -1.735], [-1.281, 0.165, -1.425], [0.131, -1.680, -1.174], [0.017, 0.060, 1.463], [0.216, 0.743, 0.464], [0.987, -0.193, -0.289], [0.343, -0.515, 0.852], [0.296, 0.463, 2.047], [0.493, 0.196, -0.086], [-0.490, -0.186, -0.386], [0.151, 0.404, -0.023], [-0.597, 0.146, 1.082], [-0.563, 1.133, 1.433], [0.169, -2.088, -1.745], [-1.547, -0.828, -0.508], [-0.165, 0.583, -0.463], [0.636, 0.292, -0.505], [-0.389, -0.325, 0.034], [0.572, 0.630, -0.023], [0.520, -0.048, -0.027], [1.021, 0.136, 0.755], [0.125, -0.170, -0.123], [-0.560, 0.182, -1.056], [0.960, -0.227, 0.902], [-1.070, -0.002, 0.363], [0.375, 0.163, -1.652], [-0.087, -0.792, -1.648], [-0.413, 0.132, -0.018], [0.378, -0.140, -0.294], [-0.017, -0.684, 1.600], [0.151, 0.520, 0.616], [0.010, 0.719, 0.763], [-0.159, 0.263, 0.038], [0.501, 0.016, 0.416], [-0.156, 0.766, 0.404], [0.968, 1.955, -0.408], [-1.067, -2.319, -0.118], [-0.396, 0.729, -0.951], [0.152, 0.946, 0.536], [0.205, -0.317, 0.127], [-0.283, -0.162, 0.328], [0.283, 0.276, -0.155], [0.840, -0.515, 0.919], [0.013, 0.061, -0.564], [-0.053, -0.494, -0.358], [-0.312, -0.648, 0.315], [-0.437, -0.279, 1.403], [-0.003, 0.009, -0.906], [-0.287, -0.122, -0.331], [0.245, 1.540, -1.278], [1.920, 0.283, 0.384], [-0.038, 0.304, -0.282], [0.146, -0.862, -0.136], [0.086, 0.001, 0.561], [-0.555, -0.487, 0.551], [-0.673, -0.944, -0.234], [-0.539, 0.291, -0.153], [0.055, 0.167, 0.493], [0.199, -0.220, 0.338], [-2.292, 1.023, -0.851], [1.752, 0.129, 1.621], [1.408, -2.509, -0.321], [1.502, -1.239, -1.376], [0.483, -0.174, -0.394], [-0.928, -0.385, 1.821], [-0.206, 0.564, -0.485], [-0.505, 1.770, -0.684], [-1.514, 0.118, -0.180], [0.500, 1.301, 0.331], [-0.180, -0.642, 0.233], [0.691, 1.431, -0.320], [0.073, 0.138, -0.077], [-1.235, -1.743, 0.080], [0.620, -1.269, 0.208], [0.098, 0.468, -0.919], [-0.422, 0.158, -0.376], [-0.877, 0.138, 0.508], [-0.073, 0.091, -0.018], [0.529, 0.690, 0.268], [0.304, -0.082, -0.276], [0.213, -0.451, 0.659], [0.099, 0.400, 0.425], [-2.572, -0.508, 0.751], [-0.304, 0.315, -0.182], [0.567, -1.609, 1.093], [0.689, 1.031, -0.705], [0.128, -0.323, 1.119], [1.277, 0.902, -0.661], [0.640, -0.286, -0.316], [-0.333, 0.407, 0.274], [-0.485, 0.412, 0.193], [0.521, -0.314, -0.102], [-1.089, -0.079, -0.767], [0.774, 0.209, -0.740]]}